The following is a DFT calculation (ωB97M-V with the def2-TZVPD basis set) of a cluster of 13 separate species, C48H72ClO28 in total in a non-equilibrium geometry.

As for the energy above the lowest of the compared OMol25 structures with the same formula, charge and spin: 687.4 kJ/mol. The molar mass is 1132.5 g/mol. The calculation puts the frontier orbital gap at 0.29963 hartree.

ORCA input file:
```
! RIJCOSX wB97M-V def2-TZVPD def2/J DEFGRID3
* xyz -1 1
Cl 0.224 0.139 -0.461
O 1.102 -0.725 0.289
O 0.831 1.416 -0.697
O -0.064 -0.618 -1.690
O -1.038 0.250 0.193
O 2.706 4.017 6.191
C 1.944 3.170 5.884
O 1.911 2.719 4.587
C 0.672 2.015 4.470
C 0.362 1.481 5.889
C 1.083 2.375 6.768
H 0.899 1.254 3.724
H -0.035 2.706 4.012
H 0.619 0.428 6.007
H -0.686 1.568 6.175
H 1.725 1.753 7.393
H 0.529 3.050 7.420
O 7.854 -1.139 1.431
C 7.000 -1.278 2.256
O 7.200 -2.261 3.204
C 6.063 -2.299 4.069
C 5.371 -0.901 3.893
C 5.666 -0.552 2.438
H 6.369 -2.343 5.115
H 5.372 -3.102 3.810
H 5.733 -0.108 4.548
H 4.309 -1.076 4.068
H 5.702 0.485 2.106
H 5.020 -1.063 1.724
O 1.788 9.808 1.725
C 2.128 8.830 1.035
O 1.209 7.952 0.589
C 1.757 7.151 -0.387
C 3.231 7.552 -0.561
C 3.514 8.425 0.639
H 1.238 7.236 -1.342
H 1.605 6.155 0.029
H 3.395 8.140 -1.464
H 3.851 6.660 -0.643
H 4.315 9.159 0.551
H 3.861 7.747 1.418
O 7.185 -4.285 -1.832
C 6.108 -4.844 -1.716
O 4.940 -4.276 -1.797
C 3.913 -5.112 -1.213
C 4.694 -6.214 -0.443
C 6.065 -6.221 -1.072
H 3.259 -5.643 -1.905
H 3.218 -4.602 -0.547
H 4.219 -7.194 -0.401
H 4.796 -5.928 0.604
H 6.324 -7.026 -1.760
H 6.808 -6.288 -0.278
O 6.619 0.612 -3.122
C 5.649 1.254 -3.582
O 5.622 2.494 -3.718
C 4.429 2.901 -4.413
C 3.699 1.663 -4.882
C 4.357 0.586 -4.081
H 4.735 3.545 -5.237
H 3.866 3.467 -3.671
H 3.894 1.504 -5.942
H 2.610 1.623 -4.864
H 4.497 -0.254 -4.762
H 3.763 0.195 -3.255
O -3.051 4.492 4.422
C -3.380 5.202 3.451
O -4.038 6.350 3.604
C -4.576 6.856 2.440
C -3.951 5.966 1.327
C -3.121 4.919 2.024
H -4.250 7.893 2.516
H -5.658 6.791 2.559
H -3.304 6.508 0.637
H -4.748 5.517 0.735
H -2.087 5.111 1.738
H -3.446 3.900 1.814
O -7.282 2.268 -0.009
C -6.891 1.370 -0.742
O -6.234 0.308 -0.258
C -5.647 -0.590 -1.248
C -5.713 0.337 -2.479
C -6.886 1.228 -2.228
H -6.328 -1.425 -1.411
H -4.634 -0.847 -0.936
H -5.986 -0.290 -3.328
H -4.790 0.840 -2.765
H -7.840 0.847 -2.591
H -6.676 2.252 -2.537
O -7.911 -0.028 6.603
C -6.752 -0.197 6.209
O -6.040 -1.091 6.756
C -4.816 -1.213 6.107
C -4.892 -0.462 4.760
C -5.965 0.549 5.142
H -4.660 -2.268 5.879
H -4.003 -0.899 6.762
H -5.302 -1.057 3.944
H -3.940 -0.115 4.357
H -6.637 0.704 4.298
H -5.684 1.501 5.593
O 2.861 -2.579 -8.012
C 1.715 -2.844 -7.666
O 0.774 -1.978 -7.594
C -0.492 -2.466 -7.118
C -0.203 -3.911 -7.000
C 1.303 -4.105 -6.999
H -1.335 -2.294 -7.787
H -0.719 -2.053 -6.135
H -0.731 -4.396 -7.821
H -0.529 -4.273 -6.026
H 1.499 -4.928 -7.686
H 1.780 -4.231 -6.027
O -4.169 5.559 -5.782
C -3.368 4.683 -5.450
O -2.452 4.879 -4.467
C -1.511 3.808 -4.363
C -1.629 3.228 -5.811
C -3.107 3.323 -6.128
H -1.861 3.056 -3.655
H -0.541 4.213 -4.076
H -1.190 2.236 -5.921
H -1.014 3.811 -6.497
H -3.697 2.582 -5.589
H -3.380 3.458 -7.174
O -0.793 -7.494 -3.265
C -1.546 -6.878 -2.577
O -1.133 -6.115 -1.592
C -2.202 -5.367 -0.983
C -3.377 -5.581 -1.919
C -3.051 -6.889 -2.677
H -1.937 -4.322 -0.828
H -2.440 -5.812 -0.017
H -3.670 -4.690 -2.476
H -4.274 -5.708 -1.313
H -3.488 -6.825 -3.673
H -3.547 -7.760 -2.248
O 0.223 -7.149 3.462
C 0.442 -6.109 4.006
O -0.346 -4.965 3.789
C 0.021 -3.933 4.676
C 0.915 -4.611 5.718
C 1.528 -5.878 4.987
H -0.852 -3.484 5.150
H 0.657 -3.247 4.117
H 0.339 -4.875 6.605
H 1.736 -4.007 6.104
H 1.805 -6.763 5.560
H 2.495 -5.687 4.521
*
```

Results of the Löwdin charge analysis, in e, for atoms 1 through 2: atom 1 (Cl): 0.59, atom 2 (O): -0.40

---

The following is a DFT calculation (ωB97M-V with the def2-TZVPD basis set) of a cluster of 12 separate species, C48H72O36 in total in a non-equilibrium geometry.

As for the energy above the lowest of the compared OMol25 structures with the same formula, charge and spin: 925.0 kJ/mol. The molar mass is 1225.1 g/mol. The SMILES is C[C@H]1COC(=O)O1.C[C@H]1COC(=O)O1.C[C@H]1COC(=O)O1.C[C@H]1COC(=O)O1.C[C@H]1COC(=O)O1.C[C@H]1COC(=O)O1.C[C@H]1COC(=O)O1.C[C@H]1COC(=O)O1.C[C@H]1COC(=O)O1.C[C@H]1COC(=O)O1.C[C@H]1COC(=O)O1.C[C@H]1COC(=O)O1. The calculation puts the frontier orbital gap at 0.37008 hartree.

ORCA input file:
```
! RIJCOSX wB97M-V def2-TZVPD def2/J DEFGRID3
* xyz 0 1
C 6.746 -0.922 -1.958
C 5.918 -2.011 -1.310
C 4.447 -1.513 -1.154
O 3.720 -2.482 -1.988
C 4.511 -3.430 -2.423
O 3.925 -4.441 -2.932
O 5.838 -3.177 -2.113
H 7.771 -1.188 -1.700
H 6.491 0.111 -1.722
H 6.507 -0.925 -3.022
H 6.273 -2.142 -0.288
H 4.348 -0.519 -1.590
H 4.079 -1.346 -0.142
C -2.225 6.387 -1.325
C -2.066 4.974 -1.753
C -0.758 4.749 -2.515
O -0.202 3.661 -1.865
C -1.038 3.231 -0.898
O -0.794 2.374 -0.122
O -1.920 4.130 -0.670
H -1.798 7.046 -2.081
H -1.613 6.604 -0.449
H -3.250 6.720 -1.163
H -2.850 4.575 -2.396
H -0.020 5.541 -2.385
H -1.009 4.365 -3.504
C 4.233 0.456 1.506
C 4.055 1.064 2.883
C 5.170 0.993 3.900
O 5.267 2.313 4.421
C 4.581 3.169 3.576
O 4.541 4.371 3.570
O 3.680 2.457 2.876
H 4.682 -0.535 1.569
H 4.876 1.172 0.993
H 3.242 0.336 1.069
H 3.338 0.390 3.352
H 6.114 0.708 3.435
H 4.897 0.255 4.654
C -3.585 2.044 2.243
C -3.503 3.321 3.087
C -3.703 4.514 2.295
O -4.292 5.430 3.182
C -4.732 4.736 4.253
O -5.231 5.327 5.278
O -4.655 3.465 3.920
H -2.666 2.026 1.658
H -4.453 1.908 1.599
H -3.648 1.085 2.758
H -2.558 3.195 3.617
H -4.462 4.439 1.517
H -2.791 4.983 1.925
C -7.480 -1.140 0.526
C -6.185 -0.238 0.603
C -4.984 -0.768 -0.256
O -4.465 0.299 -1.018
C -5.313 1.315 -0.989
O -5.200 2.490 -1.408
O -6.366 0.984 -0.135
H -8.301 -0.910 1.205
H -7.377 -2.179 0.841
H -7.862 -1.271 -0.486
H -5.821 -0.087 1.619
H -5.270 -1.533 -0.978
H -4.411 -1.225 0.551
C 2.548 1.800 -2.222
C 3.801 2.674 -2.728
C 3.781 4.138 -2.410
O 5.120 4.440 -2.151
C 5.771 3.328 -1.822
O 6.917 3.378 -1.479
O 4.982 2.293 -1.942
H 2.810 1.110 -1.421
H 2.113 1.143 -2.975
H 1.754 2.425 -1.812
H 4.081 2.412 -3.748
H 3.082 4.245 -1.581
H 3.393 4.544 -3.344
C -3.596 1.909 -5.973
C -3.533 1.549 -4.499
C -3.431 0.095 -4.290
O -2.136 -0.176 -3.804
C -1.445 0.878 -3.876
O -0.298 0.979 -3.581
O -2.248 1.932 -4.130
H -3.403 2.960 -6.189
H -4.612 1.705 -6.311
H -2.916 1.247 -6.510
H -4.386 1.889 -3.912
H -3.703 -0.394 -5.226
H -4.016 -0.123 -3.396
C -0.187 -1.625 -1.399
C 0.128 -0.846 -0.130
C -0.977 -1.003 0.908
O -0.249 -1.351 2.040
C 1.010 -1.417 1.824
O 1.905 -1.696 2.652
O 1.213 -1.374 0.573
H -1.107 -1.254 -1.850
H -0.238 -2.713 -1.398
H 0.488 -1.356 -2.212
H 0.296 0.227 -0.216
H -1.616 -1.864 0.714
H -1.481 -0.042 1.014
C 2.526 -1.568 -4.819
C 1.504 -2.529 -5.502
C 1.066 -3.685 -4.683
O -0.328 -3.699 -4.985
C -0.760 -2.603 -5.539
O -1.903 -2.439 -5.910
O 0.275 -1.839 -5.669
H 2.209 -1.317 -3.807
H 2.603 -0.659 -5.416
H 3.497 -2.061 -4.880
H 1.711 -2.797 -6.538
H 1.268 -3.498 -3.628
H 1.494 -4.644 -4.977
C 4.200 -2.679 5.262
C 2.930 -2.033 5.650
C 1.776 -2.988 5.985
O 1.459 -2.600 7.330
C 2.188 -1.524 7.773
O 1.917 -0.890 8.817
O 3.095 -1.341 6.828
H 4.246 -3.187 4.299
H 4.443 -3.379 6.061
H 5.007 -1.960 5.122
H 2.522 -1.384 4.874
H 2.066 -4.022 5.795
H 0.815 -2.912 5.476
C -1.669 -7.260 -1.800
C -2.525 -6.138 -2.144
C -4.063 -6.408 -2.046
O -4.547 -5.392 -1.291
C -3.611 -4.631 -0.885
O -3.719 -3.552 -0.334
O -2.400 -5.077 -1.238
H -1.822 -7.798 -0.864
H -0.675 -6.821 -1.879
H -1.714 -8.043 -2.558
H -2.234 -5.843 -3.153
H -4.229 -7.365 -1.552
H -4.397 -6.268 -3.074
C -1.290 -0.595 5.398
C -0.194 0.214 4.778
C -0.598 1.662 4.555
O 0.603 2.396 4.893
C 1.144 1.694 5.885
O 2.059 2.209 6.486
O 0.695 0.506 5.931
H -1.637 -0.332 6.397
H -0.963 -1.631 5.481
H -2.063 -0.654 4.632
H 0.351 -0.112 3.892
H -1.482 1.921 5.138
H -0.863 1.761 3.503
*
```

Results of the Löwdin charge analysis, in e, for atoms 1 through 2: atom 1 (C): -0.01, atom 2 (C): -0.31

---

The following is a DFT calculation (ωB97M-V with the def2-TZVPD basis set) of a cluster of 12 separate species, C48H72O36 in total in a non-equilibrium geometry.

As for the energy above the lowest of the compared OMol25 structures with the same formula, charge and spin: 141.9 kJ/mol. The molar mass is 1225.1 g/mol. The SMILES is C[C@H]1COC(=O)O1.C[C@H]1COC(=O)O1.C[C@H]1COC(=O)O1.C[C@H]1COC(=O)O1.C[C@H]1COC(=O)O1.C[C@H]1COC(=O)O1.C[C@H]1COC(=O)O1.C[C@H]1COC(=O)O1.C[C@H]1COC(=O)O1.C[C@H]1COC(=O)O1.C[C@H]1COC(=O)O1.C[C@H]1COC(=O)O1. The calculation puts the frontier orbital gap at 0.34769 hartree.

ORCA input file:
```
! RIJCOSX wB97M-V def2-TZVPD def2/J DEFGRID3
* xyz 0 1
C 4.863 0.385 -5.199
C 3.624 0.877 -4.479
C 3.780 0.777 -2.937
O 3.728 2.141 -2.533
C 3.737 2.991 -3.579
O 3.859 4.165 -3.475
O 3.552 2.298 -4.720
H 4.818 0.528 -6.279
H 5.009 -0.677 -4.991
H 5.731 0.966 -4.880
H 2.711 0.434 -4.870
H 4.794 0.436 -2.716
H 3.045 0.171 -2.421
C -1.455 -5.115 4.361
C -1.839 -3.658 4.181
C -2.672 -3.364 2.910
O -3.614 -2.411 3.365
C -3.766 -2.549 4.703
O -4.640 -2.090 5.356
O -2.755 -3.299 5.212
H -0.654 -5.353 3.657
H -2.324 -5.746 4.191
H -1.032 -5.231 5.358
H -0.958 -3.011 4.130
H -3.099 -4.304 2.551
H -1.996 -2.967 2.160
C -1.569 4.603 -3.877
C -1.208 3.458 -4.782
C 0.189 2.890 -4.496
O -0.069 1.732 -3.675
C -1.368 1.375 -3.840
O -1.932 0.453 -3.316
O -2.030 2.313 -4.523
H -2.595 4.940 -4.031
H -0.943 5.450 -4.175
H -1.422 4.427 -2.811
H -1.273 3.765 -5.825
H 0.781 3.571 -3.887
H 0.724 2.591 -5.396
C -4.665 -6.203 -2.078
C -4.830 -4.720 -2.159
C -6.257 -4.147 -1.994
O -6.117 -3.180 -0.965
C -4.842 -3.109 -0.532
O -4.444 -2.300 0.234
O -4.070 -4.035 -1.142
H -3.665 -6.536 -2.349
H -5.377 -6.731 -2.718
H -4.887 -6.573 -1.073
H -4.439 -4.286 -3.086
H -6.969 -4.924 -1.714
H -6.588 -3.678 -2.918
C 0.322 6.539 1.138
C 1.538 5.854 0.547
C 1.313 5.515 -0.936
O 2.275 6.281 -1.638
C 3.092 6.912 -0.781
O 4.052 7.537 -1.093
O 2.678 6.711 0.497
H 0.201 7.519 0.677
H 0.428 6.663 2.217
H -0.530 5.885 0.950
H 1.803 4.936 1.071
H 0.300 5.659 -1.308
H 1.520 4.463 -1.136
C 4.009 -1.334 1.153
C 4.396 -2.452 2.086
C 4.898 -3.738 1.428
O 6.010 -4.134 2.210
C 6.406 -3.102 2.988
O 7.403 -3.092 3.631
O 5.506 -2.097 2.939
H 3.255 -1.693 0.451
H 4.877 -1.043 0.556
H 3.627 -0.478 1.704
H 3.554 -2.649 2.755
H 5.215 -3.584 0.393
H 4.100 -4.475 1.442
C -1.809 -2.748 -6.579
C -1.383 -2.033 -5.318
C -1.580 -2.865 -4.034
O -0.414 -2.608 -3.269
C 0.430 -1.857 -4.014
O 1.381 -1.293 -3.585
O 0.045 -1.876 -5.305
H -1.545 -3.803 -6.533
H -1.317 -2.267 -7.425
H -2.880 -2.672 -6.771
H -1.854 -1.059 -5.198
H -1.680 -3.932 -4.249
H -2.504 -2.553 -3.543
C 0.750 3.520 3.876
C -0.665 3.322 3.372
C -1.559 2.514 4.320
O -2.787 3.256 4.350
C -2.605 4.435 3.717
O -3.462 5.259 3.621
O -1.319 4.600 3.379
H 1.290 2.572 3.764
H 0.770 3.702 4.951
H 1.300 4.261 3.303
H -0.645 2.877 2.376
H -1.174 2.439 5.342
H -1.732 1.479 4.025
C -3.630 4.797 0.189
C -3.877 6.201 -0.333
C -3.311 7.309 0.588
O -2.441 8.079 -0.241
C -2.289 7.465 -1.436
O -1.562 7.843 -2.297
O -3.011 6.335 -1.480
H -3.742 4.070 -0.614
H -4.432 4.607 0.915
H -2.719 4.621 0.756
H -4.944 6.365 -0.466
H -2.770 6.952 1.463
H -4.143 7.935 0.914
C 3.681 -2.818 5.725
C 2.360 -2.101 5.908
C 2.575 -0.684 6.472
O 2.207 0.172 5.410
C 1.683 -0.523 4.393
O 1.211 -0.033 3.420
O 1.775 -1.858 4.627
H 4.447 -2.212 5.232
H 3.556 -3.644 5.014
H 4.125 -3.213 6.637
H 1.704 -2.680 6.554
H 3.605 -0.496 6.776
H 1.988 -0.495 7.375
C 2.101 -6.775 -0.227
C 1.338 -5.485 -0.321
C -0.175 -5.551 -0.039
O -0.384 -4.518 0.927
C 0.769 -3.933 1.266
O 0.903 -3.004 1.991
O 1.806 -4.594 0.695
H 2.021 -7.159 0.791
H 3.159 -6.630 -0.444
H 1.725 -7.510 -0.939
H 1.399 -5.010 -1.304
H -0.500 -6.516 0.354
H -0.779 -5.293 -0.906
C -1.185 -1.095 -0.293
C -0.341 0.029 0.235
C 0.861 0.281 -0.644
O 0.937 1.717 -0.681
C -0.261 2.220 -0.310
O -0.538 3.379 -0.287
O -1.076 1.260 0.165
H -1.995 -1.355 0.388
H -0.605 -2.018 -0.419
H -1.515 -0.887 -1.311
H -0.073 -0.173 1.274
H 0.706 -0.059 -1.669
H 1.781 -0.128 -0.233
*
```

Results of the Löwdin charge analysis, in e, for atoms 1 through 2: atom 1 (C): -0.03, atom 2 (C): -0.29